A structure of composition C40H27MnN7O6S3 at a distorted geometry. Source: the Open Molecules 2025 dataset; level of theory: ωB97M-V with the def2-TZVPD basis set.

Structure (XYZ):
```
84
Properties=species:S:1:pos:R:3:forces:R:3
Mn -0.46774 -0.26659 -0.03652 1.47 1.16 -0.30
O -3.11620 -1.90942 2.20874 -0.39 0.33 -0.23
C -2.34620 -1.19267 1.57055 0.74 -1.17 0.56
N -1.09581 -1.51989 1.15562 -1.49 -0.96 1.07
C -0.23385 -2.15178 2.03061 0.30 -0.02 0.23
C -0.48865 -3.26662 2.81866 0.10 0.08 -0.12
C 0.51303 -3.74655 3.65929 0.02 -0.08 0.09
C 1.73971 -3.10217 3.71596 0.06 -0.15 0.09
C 1.99000 -1.96268 2.96067 -0.16 0.09 -0.27
C 1.00539 -1.46215 2.10094 -0.23 -0.29 0.74
N 1.13363 -0.38466 1.24223 1.18 0.46 -0.07
C 2.08345 0.54400 1.54606 -1.37 -1.03 0.72
O 2.33226 0.92791 2.69525 0.56 0.28 -0.25
C 2.94064 0.99779 0.41640 0.47 0.36 -0.83
C 3.97910 1.89633 0.66946 -0.23 0.02 0.29
C 4.91026 2.15429 -0.31332 0.02 -0.04 -0.29
C 4.77270 1.51803 -1.54093 0.07 0.20 0.15
C 3.68995 0.67061 -1.71408 0.03 -0.08 -0.30
N 2.79911 0.40487 -0.77410 0.02 0.03 0.35
C -2.53626 0.27902 1.43968 -0.71 0.76 0.85
C -3.68740 0.89248 1.92412 0.15 -0.05 -0.29
C -3.64425 2.24161 2.21082 0.08 0.08 0.10
C -2.42539 2.90173 2.12887 -0.13 -0.03 -0.01
C -1.34151 2.22635 1.60161 0.27 -0.08 0.23
N -1.40333 0.96584 1.18897 -1.20 0.12 0.39
H -1.46280 -3.73271 2.76561 0.01 0.00 -0.03
H 0.33298 -4.62527 4.26899 -0.01 0.01 0.01
H 2.51646 -3.49142 4.36625 0.02 0.03 0.01
H 2.93770 -1.44708 3.03689 0.01 -0.01 0.07
H 4.03300 2.34141 1.65371 0.01 -0.01 0.00
H 5.73619 2.83204 -0.13380 0.00 0.03 0.02
H 5.48430 1.68174 -2.33951 -0.01 -0.03 -0.05
H 3.54304 0.15278 -2.66000 -0.03 0.06 -0.01
H -4.57873 0.30608 2.07379 -0.09 -0.13 -0.02
H -4.53756 2.75179 2.54935 0.02 0.04 0.04
H -2.31799 3.93494 2.43083 0.01 0.00 0.01
H -0.36476 2.68800 1.56130 0.01 0.10 -0.26
O -1.44052 2.97119 -0.84836 0.24 -0.02 0.28
S -0.61352 2.52492 -1.93358 -0.67 -0.57 0.02
O -1.16396 2.78210 -3.24635 0.23 -0.10 -0.09
N -0.17278 0.97223 -1.66838 0.57 1.18 -0.98
C 0.13475 0.16477 -2.75859 0.30 0.52 -0.64
C 0.14160 0.52987 -4.11125 0.04 -0.11 0.39
C 0.45333 -0.38297 -5.11874 0.20 -0.39 -0.04
C 0.83940 -1.66746 -4.83530 -0.06 0.11 -0.27
C 0.89502 -2.08445 -3.49304 -0.09 0.31 0.13
C 1.35256 -3.36531 -3.12581 0.08 0.00 0.55
C 1.43081 -3.68018 -1.79371 0.21 -0.26 -0.76
C 0.97395 -2.76901 -0.84554 -0.34 0.83 0.46
N 0.48591 -1.57675 -1.15081 0.31 -0.52 -1.15
C 0.50470 -1.18828 -2.45896 0.28 -0.38 -0.24
C 0.81089 3.62722 -1.87549 0.10 -0.16 0.14
C 1.00816 4.40659 -0.74410 -0.09 -0.17 0.02
C 1.98825 5.38529 -0.73575 0.13 0.06 -0.05
C 2.76434 5.59984 -1.86692 -0.03 -0.02 0.07
C 2.56806 4.81592 -2.99529 0.15 0.00 -0.01
C 1.60161 3.82352 -2.99810 -0.03 -0.19 -0.08
H -0.14719 1.52596 -4.38924 -0.01 -0.04 -0.05
H 0.39487 -0.06071 -6.15268 0.01 0.05 0.01
H 1.09796 -2.36953 -5.61993 0.01 0.00 -0.01
H 1.67181 -4.05993 -3.89349 -0.01 -0.02 -0.03
H 1.84315 -4.62546 -1.46530 -0.08 -0.03 0.04
H 1.01628 -3.01571 0.20525 -0.12 -0.04 0.03
H 0.35975 4.24961 0.10538 -0.01 0.02 0.05
H 2.14340 5.99027 0.14904 -0.03 -0.01 0.01
H 3.51803 6.37801 -1.86891 0.01 0.00 0.00
H 3.17305 4.98389 -3.87832 0.00 -0.04 -0.01
H 1.44300 3.20521 -3.87221 -0.03 0.06 -0.03
O -6.95807 -0.39276 0.64410 0.39 -0.12 -0.02
S -6.42702 -0.84041 -0.62453 -0.85 0.10 0.13
O -7.34861 -0.70902 -1.73254 0.35 -0.15 -0.06
N -4.98017 -0.14993 -0.96506 -0.11 -0.42 0.21
C -4.03867 -1.06306 -1.01825 0.81 0.97 -0.59
S -2.42909 -0.72582 -1.51333 -1.20 -0.18 -0.38
C -4.47292 -2.44723 -0.76624 -0.52 -0.91 0.31
C -3.70699 -3.60437 -0.75675 0.04 0.28 -0.04
C -4.33598 -4.80714 -0.48483 -0.09 -0.22 0.04
C -5.70578 -4.86974 -0.23838 0.07 0.14 0.01
C -6.47433 -3.71103 -0.25405 -0.29 -0.09 0.06
C -5.83580 -2.52127 -0.51092 0.55 0.43 -0.17
H -2.64498 -3.54018 -0.95657 0.02 0.04 0.04
H -3.75388 -5.72036 -0.45564 0.02 0.01 -0.01
H -6.17120 -5.82283 -0.01912 -0.01 -0.01 -0.02
H -7.54129 -3.74038 -0.07045 0.01 -0.01 0.03
```
Forces are in eV/Å.

The calculation puts the LUMO energy (spin up / spin down) at 4.1 / 4.1 eV. As for the expectation value of S²: 0.783. The total energy comes out at -4720.90216 a.u. As for the net charge: -2. The spin multiplicity is 2. The energy relative to the best compared isomer or geometry (same formula, charge and spin) comes out at 2.951 eV.


A structure of composition C40H28IrN7O2PS at a distorted geometry. Source: the Open Molecules 2025 dataset; level of theory: ωB97M-V with the def2-TZVPD basis set.

Structure (XYZ):
```
80
Properties=species:S:1:pos:R:3:forces:R:3
Ir 0.01701 0.11839 -1.37072 0.62 -0.16 1.37
C 0.60257 -5.98606 -0.66199 0.00 0.02 -0.03
C 0.43136 -5.10116 -1.72130 0.00 -0.02 0.01
C 0.49250 -3.73634 -1.50639 0.05 0.02 -0.01
C 0.72746 -3.22695 -0.22704 -0.06 -0.02 0.05
C 0.92181 -4.11858 0.82243 -0.04 -0.06 -0.06
C 0.85195 -5.49213 0.60614 0.01 0.05 0.03
P 1.02460 -1.42158 -0.04621 -0.12 -0.15 0.16
C 1.10595 -1.17433 1.75138 -0.01 -0.04 -0.01
C 0.06666 -1.63509 2.55809 0.10 -0.05 0.09
C 0.10829 -1.44535 3.93197 -0.01 -0.03 -0.03
C 1.18739 -0.79449 4.51003 -0.01 -0.01 0.02
C 2.22473 -0.33187 3.71222 0.00 0.03 -0.03
C 2.18556 -0.51701 2.33776 -0.06 0.09 0.01
C 2.71007 -1.45180 -0.70627 0.04 -0.04 -0.06
C 3.82961 -1.98092 -0.12998 0.01 -0.01 0.00
C 4.98194 -2.18235 -0.92370 0.00 -0.01 0.03
C 4.95965 -1.91586 -2.26428 0.02 0.01 -0.02
C 3.79346 -1.41120 -2.89324 -0.03 0.01 -0.01
C 3.69476 -1.17893 -4.28519 0.01 -0.01 0.01
C 2.51644 -0.72224 -4.80657 0.02 0.02 -0.04
C 1.40277 -0.43551 -3.98428 -0.09 -0.07 0.01
C 1.45064 -0.61612 -2.62179 0.25 0.17 0.05
C 2.66502 -1.14233 -2.08757 0.02 -0.01 0.09
H 0.54628 -7.05470 -0.83068 0.00 0.02 0.00
H 0.24432 -5.47615 -2.72031 0.01 0.01 0.03
H 0.37074 -3.05917 -2.34243 -0.01 -0.01 0.03
H 1.13219 -3.75659 1.81887 0.02 0.00 0.00
H 0.99945 -6.17056 1.43791 -0.01 0.01 -0.01
H -0.77614 -2.15038 2.11540 -0.04 0.00 -0.04
H -0.71521 -1.79199 4.54465 0.02 0.01 -0.01
H 1.21621 -0.63900 5.58136 0.00 0.00 0.00
H 3.06400 0.18638 4.15901 0.00 0.00 -0.01
H 2.97407 -0.12483 1.70953 0.02 -0.03 0.02
H 3.83564 -2.27580 0.91340 0.00 0.02 -0.03
H 5.87950 -2.58120 -0.46597 -0.01 0.01 -0.01
H 5.83946 -2.10114 -2.87131 -0.02 0.00 0.01
H 4.55247 -1.36900 -4.92160 -0.03 0.01 0.02
H 2.43365 -0.54345 -5.87319 0.00 -0.01 0.04
H 0.50803 -0.03549 -4.44557 0.03 -0.01 -0.01
S -1.72877 -1.47203 -1.39448 -0.55 -0.02 -0.76
C -2.40987 -0.87586 0.12262 -0.14 0.23 0.29
N -2.92638 -1.65046 0.99669 0.36 -0.11 0.10
N -3.51572 -1.18471 2.13718 -0.08 0.40 -0.19
C -3.28076 -0.07158 2.96684 0.09 -0.06 0.02
C -4.24745 0.18371 3.94574 0.03 -0.01 -0.05
C -4.07671 1.20584 4.86529 -0.01 -0.04 0.00
C -2.94389 2.00577 4.83001 0.02 0.02 0.00
C -1.97803 1.75150 3.86554 0.02 0.04 -0.04
C -2.13047 0.72384 2.94919 -0.12 -0.07 -0.08
N -2.61277 0.54389 0.18696 -0.62 -1.07 -0.09
N -1.84399 1.14792 -0.54856 0.66 0.95 0.11
C -2.29968 2.49996 -0.78767 0.14 0.10 -0.01
C -2.57479 3.35528 0.26594 0.07 0.07 -0.06
C -3.05481 4.62392 -0.01454 0.01 -0.02 0.05
C -3.27589 5.01745 -1.32762 -0.03 0.04 -0.01
C -3.03257 4.13473 -2.36855 0.00 -0.03 0.01
C -2.53924 2.86471 -2.10211 -0.09 0.08 0.06
H -4.12265 -1.88150 2.52060 -0.02 -0.12 0.12
H -5.14783 -0.42138 3.97131 0.02 0.01 -0.01
H -4.84583 1.38202 5.60775 0.00 0.00 -0.01
H -2.81897 2.81948 5.53335 -0.01 -0.03 -0.01
H -1.08479 2.36416 3.80033 -0.04 -0.05 0.02
H -1.34221 0.56347 2.23055 -0.01 0.00 -0.07
H -2.37208 3.03866 1.27781 0.01 -0.02 0.02
H -3.24064 5.31459 0.79869 0.00 -0.01 -0.02
H -3.63460 6.01732 -1.53935 0.02 -0.02 0.00
H -3.21064 4.43488 -3.39287 0.01 -0.01 0.00
H -2.34392 2.16325 -2.89921 -0.03 -0.01 0.00
N 0.10174 1.82605 -2.57402 -0.53 -0.30 -0.20
C 0.28912 2.82688 -3.11442 0.21 0.28 -0.23
C 0.49109 4.00932 -3.81581 -0.03 0.05 -0.05
C 0.69526 5.23271 -3.12838 0.03 0.05 0.04
N 0.86708 6.23502 -2.57755 -0.05 -0.19 -0.12
C 0.46688 3.96330 -5.23328 0.02 0.02 -0.03
N 0.44606 3.91248 -6.38898 -0.01 0.01 0.19
O 0.18897 2.59277 0.84449 0.41 -0.39 -0.04
C 1.28614 2.08123 0.64264 -0.49 0.15 0.02
O 1.58388 1.13148 -0.17436 0.01 0.35 -0.59
H 2.16287 2.43281 1.21971 0.03 0.01 -0.05
```
Forces are in eV/Å.

The calculation puts the LUMO energy at 1.9 eV. The total energy comes out at -2918.78780 a.u. As for the net charge: -1. The energy relative to the best compared isomer or geometry (same formula, charge and spin) comes out at 2.395 eV.


A structure of composition C40H29As2F6N9ScSe at a distorted geometry. Source: the Open Molecules 2025 dataset; level of theory: ωB97M-V with the def2-TZVPD basis set.

Structure (XYZ):
```
88
Properties=species:S:1:pos:R:3:forces:R:3
Sc -0.74936 -0.47923 -1.24700 -0.14 -0.22 -0.47
C -1.29351 -1.21536 2.16858 0.57 0.00 0.02
C 0.01380 -2.02623 2.11976 -0.31 0.07 -0.15
As 0.91940 -1.92526 0.33409 0.74 0.35 0.57
C 1.89243 -3.60018 0.34208 -0.37 -0.27 -0.24
C 2.10566 -4.36628 1.47655 0.07 -0.09 0.09
C 2.84193 -5.54552 1.39868 0.01 0.00 0.00
C 3.35272 -5.96698 0.18032 -0.01 0.07 -0.02
C 3.13591 -5.20098 -0.96206 -0.01 0.00 0.06
C 2.40915 -4.02267 -0.88113 0.09 -0.15 0.12
C 2.35512 -0.71890 0.33176 -0.30 0.25 -0.13
C 2.02609 0.63353 -0.21015 -0.02 0.09 0.55
C 3.22295 1.64772 -0.37379 0.07 0.20 -0.20
C 4.48442 1.15038 0.25095 -0.20 0.12 0.00
C 4.43421 0.19766 1.17910 -0.15 -0.09 0.19
C 3.07831 -0.33981 1.61472 0.27 0.16 -0.21
As -1.21142 0.56778 1.30763 -1.06 -0.34 0.46
C -3.17072 0.89995 1.22327 0.01 -0.13 -0.06
C -3.64790 2.20798 1.30552 -0.01 -0.07 -0.05
C -5.00269 2.47873 1.19591 -0.08 -0.02 -0.01
C -5.91363 1.44565 0.99910 0.05 0.01 0.01
C -5.45338 0.14197 0.90882 0.11 0.01 0.03
C -4.08994 -0.12512 1.01698 -0.14 0.22 0.06
C -0.89069 1.82054 2.75421 0.30 0.20 -0.25
C -1.13395 1.48343 4.07597 0.06 0.07 0.06
C -0.92933 2.42486 5.07824 0.04 0.09 -0.02
C -0.49632 3.70592 4.75755 -0.03 -0.08 -0.02
C -0.26790 4.04686 3.43003 -0.01 0.00 0.04
C -0.45924 3.10573 2.42829 -0.02 -0.05 0.08
H -1.69640 -1.15256 3.17448 -0.08 0.02 0.15
H -2.03231 -1.74379 1.57496 -0.15 -0.12 -0.13
H -0.22236 -3.07103 2.30890 -0.04 -0.12 0.07
H 0.72623 -1.70370 2.87517 0.08 0.08 0.11
H 1.71329 -4.04715 2.43464 0.01 -0.04 -0.01
H 3.00997 -6.13576 2.29281 0.00 0.03 -0.03
H 3.91815 -6.88909 0.11824 -0.01 0.02 0.00
H 3.52914 -5.52580 -1.91851 -0.02 0.01 0.04
H 2.24101 -3.42610 -1.76664 -0.02 0.07 -0.11
H 1.38668 0.62486 -1.09095 -0.07 0.33 -0.27
H 3.37671 2.01414 -1.39305 0.01 -0.06 0.06
H 5.42421 1.59541 -0.06604 -0.07 -0.12 0.00
H 5.34561 -0.19041 1.62989 -0.11 0.05 -0.04
H 3.17984 -1.16401 2.32049 0.06 0.01 0.14
H -2.95905 3.02622 1.44269 0.09 0.09 0.01
H -5.34897 3.50551 1.25651 0.03 -0.08 0.00
H -6.97330 1.65843 0.91033 0.06 0.00 0.00
H -6.14565 -0.67740 0.74600 0.06 0.06 0.00
H -3.77170 -1.14891 0.93089 0.04 -0.19 -0.03
H -1.48125 0.49526 4.34021 -0.01 -0.05 0.03
H -1.10832 2.15448 6.11187 0.00 0.01 -0.02
H -0.33998 4.43730 5.54192 0.01 -0.03 -0.03
H 0.07241 5.04367 3.17065 -0.03 -0.08 0.02
H -0.28214 3.36455 1.39367 0.02 0.02 -0.03
N -0.39218 1.68280 -4.06645 -0.05 -0.07 0.03
C -0.67681 2.26208 -2.85629 -0.09 -0.13 -0.06
N -0.61355 3.55485 -2.65230 -0.12 0.36 0.39
N -0.97571 3.70381 -1.35082 0.04 -0.17 -0.22
N -1.22709 2.57100 -0.81770 0.02 -0.03 -0.35
N -1.06472 1.58394 -1.76700 0.18 0.53 0.35
C 0.05624 0.39169 -4.16804 -0.03 0.07 0.07
N 0.42638 -0.16768 -5.28800 0.26 -0.57 -0.27
N 0.79549 -1.43313 -4.92486 -0.05 0.29 0.04
N 0.64340 -1.60966 -3.66836 0.06 0.21 -0.14
N 0.16950 -0.44574 -3.12904 0.02 -0.15 -0.07
H -0.18219 2.30297 -4.82849 0.02 0.03 -0.04
F -2.23384 -2.15424 -7.70218 0.00 0.01 -0.12
C -2.35964 -2.13686 -6.37648 0.00 -0.01 -0.22
C -1.76839 -3.11744 -5.61621 0.06 -0.24 -0.11
F -1.07118 -4.08479 -6.21542 0.02 0.01 0.03
C -1.90083 -3.09378 -4.24414 -0.07 0.00 0.09
F -1.29048 -4.05308 -3.55802 0.01 -0.15 0.16
C -2.62419 -2.10477 -3.59442 0.09 0.21 0.08
Se -2.78856 -2.07384 -1.68366 0.05 0.12 0.03
C -3.20296 -1.12270 -4.39214 0.13 -0.13 0.05
F -3.88199 -0.11115 -3.85443 -0.14 0.13 0.20
C -3.08101 -1.13537 -5.76580 -0.03 0.03 -0.02
F -3.65160 -0.18614 -6.51101 -0.05 0.13 -0.04
F 4.07377 3.81960 3.60107 0.04 0.07 0.10
C 3.37482 3.06179 2.71220 -0.12 0.04 -0.15
C 3.00539 1.80855 3.10334 -0.04 -0.39 0.08
C 2.23003 0.87840 2.21250 0.32 0.19 -0.15
C 1.67622 1.56325 0.96641 0.24 0.00 0.01
C 2.40630 2.79459 0.48719 0.17 -0.41 -0.03
C 3.08316 3.63118 1.48787 -0.11 0.00 -0.23
H 3.35835 1.43876 4.06348 -0.09 0.10 -0.07
H 1.41330 0.45599 2.79962 -0.17 -0.21 0.08
H 1.84847 3.37573 -0.25015 -0.03 0.01 0.06
H 3.30215 4.67911 1.30460 0.07 -0.20 0.00
```
Forces are in eV/Å.

The calculation puts the LUMO energy (spin up / spin down) at 1.8 / 2.1 eV. The total energy comes out at -10267.27422 a.u. As for the net charge: -1. The energy relative to the best compared isomer or geometry (same formula, charge and spin) comes out at 6.548 eV.